# 1
Computed, not measured: C21H45N3 as an isolated structure, with ωB97M-V with the def2-TZVPD basis set.

Net charge ... 0
Gap between HOMO and LUMO ... 8.1 eV
F_max ... 0.351 hartree/bohr
E ... -26954.801 eV
ΔE to the lowest compared entry with this formula, charge and spin ... 544.9 kcal/mol
LUMO level ... 0.527 eV
Highest occupied orbital energy ... -7.593 eV

```
69
Properties=species:S:1:pos:R:3:mulliken_charge:R:1
N -1.010 -0.974 -0.746 1.304
N -0.831 1.248 0.095 1.528
N 1.344 0.599 -1.661 -0.504
C 1.851 -5.156 -0.050 -1.772
C -0.555 -0.696 -2.032 -1.707
C 0.437 -3.127 -0.364 0.009
C 1.498 6.779 3.246 -1.219
C 1.027 1.585 2.281 -0.509
C 1.661 -3.654 0.366 -0.243
C -2.730 -5.326 -3.134 -1.686
C 1.711 4.760 1.867 -1.310
C -2.113 -4.423 -2.144 0.451
C -1.143 2.281 0.945 -2.968
C -0.898 -3.812 -0.143 -0.439
C -1.480 -4.925 -0.993 -0.761
C 0.237 2.743 1.713 1.237
C 0.095 -1.596 -0.168 -0.877
C 0.824 5.919 2.625 -0.042
C -1.494 -0.101 -0.004 -2.870
C -0.021 1.253 -3.867 -1.419
C 0.086 0.676 -2.120 1.159
C 0.418 0.797 3.425 -1.740
C 0.659 3.788 1.073 -0.780
C -0.501 1.787 -1.360 -1.844
H 0.231 4.463 0.443 0.700
H -1.506 -3.549 -2.721 -0.168
H 1.112 -5.752 0.134 0.551
H 2.530 -3.060 0.031 0.402
H 0.584 0.357 -4.242 0.368
H -0.488 0.159 3.061 0.153
H 0.339 -3.172 -1.379 0.579
H 1.409 -3.654 1.522 0.329
H 1.703 3.158 0.347 -0.122
H -1.729 -0.321 0.869 1.278
H 0.887 7.704 3.911 0.231
H -1.940 -2.962 0.185 0.205
H 1.205 1.012 1.349 0.036
H -0.737 -5.500 -1.354 0.343
H -0.010 2.729 -1.424 0.659
H -0.054 -1.466 -2.549 0.708
H -0.071 -1.554 1.045 0.134
H -3.035 -3.622 -1.891 0.176
H 2.845 -5.478 0.687 0.298
H 2.384 5.200 1.084 0.435
H 2.128 -5.200 -0.985 0.510
H 2.112 6.382 4.002 0.386
H -0.367 3.377 2.700 -0.025
H 2.433 7.396 2.686 0.235
H -1.847 -6.038 -3.566 0.244
H 1.191 -1.169 -0.314 -0.098
H 1.951 1.366 -1.788 0.354
H 0.919 0.039 3.684 0.710
H 0.038 5.297 2.949 0.342
H -2.838 0.120 -0.502 0.216
H -1.671 2.073 -1.603 0.226
H 0.458 2.231 -3.776 0.376
H -3.196 -4.900 -3.875 0.549
H -1.475 -0.533 -2.691 0.247
H 1.757 1.970 2.739 0.799
H -2.304 -5.372 -0.380 0.248
H 0.459 6.489 1.708 0.144
H -1.652 2.944 0.702 1.331
H 2.120 4.156 2.450 0.704
H -3.443 -5.773 -2.671 0.470
H -1.076 1.310 -4.048 0.378
H 2.263 -0.132 -2.366 0.339
H -0.887 -4.251 1.002 0.223
H -0.002 1.414 4.204 0.346
H -1.801 1.689 1.783 0.454
```


# 2
Computed, not measured: a 5-piece molecular cluster, C21H46BBrFN3O15S4 overall, with ωB97M-V with the def2-TZVPD basis set.

Net charge ... 0
Gap between HOMO and LUMO ... 10.5 eV
F_max ... 0.109 hartree/bohr
E ... -174483.686 eV
Structure (SMILES) ... C[C@H](F)[C@](C#N)(OB(O)O)[C@@](N)(C#N)CCCBr.CCOS(C)(=O)=O.CCOS(C)(=O)=O.CCOS(C)(=O)=O.CCOS(C)(=O)=O
ΔE to the lowest compared entry with this formula, charge and spin ... 19.7 kcal/mol
LUMO level ... 0.212 eV
Highest occupied orbital energy ... -10.256 eV

```
92
Properties=species:S:1:pos:R:3:mulliken_charge:R:1
Br -4.019 5.231 2.037 -0.212
S -0.293 3.207 6.089 1.191
S 0.050 -2.228 -4.534 1.247
S 2.580 6.035 0.429 1.100
S 2.474 -8.652 -6.552 1.226
F -4.040 -0.900 2.647 -0.407
O 2.512 6.816 -0.768 -0.668
O -1.012 -3.220 -5.210 -0.271
O 2.887 -9.930 -5.679 -0.306
O 1.456 5.274 0.888 -0.436
O 1.592 -7.828 -5.780 -0.579
O -1.406 2.453 6.579 -0.623
O 2.127 -9.084 -7.872 -0.627
O 3.099 6.961 1.626 -0.285
O 0.659 -1.435 -5.560 -0.686
O -0.174 -2.065 -0.024 -0.514
O -1.044 -0.862 1.851 -0.626
O 0.842 -2.970 -3.596 -0.592
O -0.370 3.955 4.869 -0.537
O 0.237 4.167 7.255 -0.278
O -1.752 -3.185 1.429 -0.460
N -0.978 1.030 -1.519 -0.509
N -3.577 -0.941 -0.507 -0.558
N -0.248 1.567 1.832 -0.513
C 1.101 7.952 2.632 -0.695
C -2.799 5.115 0.504 -0.841
C 1.206 -11.644 -6.149 -0.983
C -2.294 -0.272 4.103 -1.138
C -0.566 -4.064 -6.284 -0.554
C -1.849 3.881 0.504 -0.372
C -2.956 -0.556 0.339 -0.247
C -2.144 -0.001 1.521 1.386
C 0.225 -5.256 -5.780 -0.790
C -1.075 1.178 -0.414 -0.608
C 1.841 -10.733 -5.115 -0.319
C 3.986 4.974 0.346 -1.015
C -1.498 1.373 1.072 1.143
C 2.402 8.188 1.887 -0.383
C -0.460 5.400 7.489 -0.254
C -3.043 0.094 2.797 -0.010
C 4.068 -7.898 -6.604 -0.970
C -1.753 5.183 8.252 -1.021
C 1.116 2.147 6.019 -0.883
C -2.447 2.592 1.119 -1.047
C -1.103 -1.239 -3.642 -0.902
B -1.029 -2.050 1.095 0.694
H -2.197 6.139 8.532 0.397
H -3.592 1.043 2.912 0.351
H 4.851 5.559 0.045 0.354
H 0.438 -5.946 -6.594 0.346
H -1.574 4.595 9.154 0.264
H 2.303 -11.339 -4.335 0.271
H 1.283 1.720 7.005 0.353
H 4.777 -8.606 -7.027 0.350
H 0.029 2.550 1.787 0.209
H 2.232 8.736 0.958 0.334
H 0.010 -3.485 -7.009 0.345
H -0.653 -2.506 -0.743 0.213
H -2.479 4.636 7.649 0.295
H -0.540 -0.528 -3.045 0.387
H -2.179 -1.373 4.133 0.331
H -2.989 -0.013 4.928 0.436
H 0.899 1.358 5.301 0.278
H 3.775 4.204 -0.395 0.379
H 4.142 4.520 1.322 0.309
H 0.208 6.025 8.080 0.288
H 0.480 1.089 1.300 0.345
H 0.656 -11.068 -6.894 0.293
H -1.693 -1.885 -2.994 0.219
H -3.450 2.400 0.681 0.415
H 1.969 -12.215 -6.679 0.264
H -1.323 0.243 4.172 0.099
H -1.692 -3.761 0.651 0.300
H 0.509 -12.335 -5.673 0.388
H -3.368 5.199 -0.440 0.430
H 3.995 -7.017 -7.240 0.370
H -2.635 2.798 2.197 0.808
H 1.976 2.727 5.694 0.312
H -1.506 3.750 -0.546 0.410
H -1.464 -4.415 -6.792 0.294
H -0.641 5.921 6.546 0.241
H 3.066 8.795 2.503 0.281
H 1.093 -10.101 -4.631 0.304
H 0.380 7.425 2.006 0.051
H -0.945 4.175 1.078 0.054
H -1.739 -0.713 -4.349 0.430
H 1.175 -4.942 -5.347 0.319
H 0.656 8.901 2.934 0.408
H 4.355 -7.613 -5.595 0.312
H -0.326 -5.785 -5.002 0.256
H 1.270 7.339 3.518 0.225
H -2.153 6.013 0.557 0.414
```


# 3
Computed, not measured: a 3-piece molecular cluster, C21H46ClN2O2P overall, with ωB97M-V with the def2-TZVPD basis set.

Net charge ... 0
⟨S²⟩ ... 2.008
Gap between HOMO and LUMO (spin up / spin down) ... 8.5 / 8.1 eV
2S+1 ... 3
F_max ... 0.030 hartree/bohr
E ... -51403.867 eV
LUMO level (spin up / spin down) ... 0.694 / 0.352 eV
Highest occupied orbital energy (spin up / spin down) ... -7.773 / -7.776 eV

```
73
Properties=species:S:1:pos:R:3:mulliken_charge:R:1
Cl 2.863 -0.098 -1.721 -0.213
P 0.316 -1.676 0.186 0.417
O -2.621 -3.259 -2.516 -0.567
O 0.880 1.676 3.360 -0.489
N 1.173 2.575 4.233 0.320
N -2.930 -3.308 -3.765 0.399
C 0.216 4.102 2.560 -1.744
C -0.489 -3.349 -4.059 -1.663
C 3.623 2.272 4.449 -1.208
C -4.224 -1.212 -4.039 -1.327
C -4.879 -3.281 -5.342 -1.809
C 1.621 -0.371 0.707 -0.640
C 2.051 0.648 5.483 -1.827
C 2.245 2.897 6.477 -1.837
C -3.127 -0.659 -4.947 -0.478
C -1.774 -1.283 -4.606 -1.198
C 1.320 3.917 3.592 1.646
C 1.144 5.051 4.619 -1.741
C -4.288 -2.740 -4.015 1.928
C -1.912 -3.331 -6.055 -1.838
C -5.228 -3.182 -2.901 -1.955
C 2.684 4.030 2.915 -1.190
C 2.970 -0.475 0.045 0.184
C 3.622 -1.833 0.204 -1.352
C 3.843 3.654 3.837 -0.468
C 2.268 2.116 5.140 1.989
C -1.803 -2.810 -4.610 1.729
H 1.801 -0.530 1.766 -0.005
H 1.969 5.137 5.321 0.319
H -3.373 -0.831 -5.999 0.300
H 2.706 3.378 2.036 0.280
H 0.267 5.112 2.156 0.423
H -0.718 -0.714 0.401 0.014
H 1.242 0.640 0.621 0.334
H -1.462 -0.931 -3.617 0.287
H 2.122 0.004 4.609 0.219
H 2.813 5.051 2.549 0.408
H -0.701 -2.654 -0.191 -0.081
H 3.707 1.522 3.655 0.275
H 0.325 -3.062 -4.723 0.429
H -6.230 -2.814 -3.117 0.477
H 0.698 -2.532 1.257 0.054
H -3.068 0.424 -4.825 0.391
H 4.774 3.655 3.268 0.396
H 1.074 0.493 5.945 0.467
H -4.051 -0.847 -3.022 0.402
H -4.932 -2.787 -1.932 0.368
H 0.224 4.916 5.188 0.357
H -4.759 -2.587 -6.174 0.318
H 2.486 2.240 7.311 0.483
H -0.510 -4.438 -3.996 0.455
H 3.455 -2.229 1.192 0.312
H 1.257 3.309 6.679 0.324
H -2.045 -4.414 -6.065 0.359
H -1.015 -0.941 -5.311 0.425
H -0.267 -2.955 -3.070 0.149
H 0.909 -1.850 -1.094 -0.105
H 0.310 3.407 1.728 0.259
H -0.993 -3.104 -6.596 0.444
H 3.216 -2.492 -0.545 0.350
H -2.723 -2.883 -6.623 0.334
H 2.967 3.713 6.505 0.316
H -5.198 -0.825 -4.348 0.347
H -0.768 3.963 3.010 0.456
H -5.947 -3.465 -5.240 0.474
H 3.969 4.407 4.620 0.301
H -5.268 -4.270 -2.832 0.458
H -4.423 -4.230 -5.621 0.322
H 2.818 0.332 6.189 0.478
H 4.676 -1.738 0.001 0.403
H 3.614 0.294 0.432 0.363
H 4.412 2.050 5.170 0.354
H 1.077 6.006 4.100 0.440
```


Among the records above, which one has the highest F_max?
C21H45N3